Density functional theory data (wB97M-V/def2-TZVPD) for a single C3H5N5O2 molecule.

```
15
Properties=species:S:1:pos:R:3:mulliken_charge:R:1
C -0.2728 -0.5042 -0.2266 -0.51
C -1.3735 0.0004 0.1633 0.40
C 1.2928 -0.5499 0.0077 0.76
N 0.6180 -0.6061 -1.2872 -0.62
N -2.5886 0.0065 0.2753 -0.19
N 1.9749 -1.6436 0.4647 -0.47
N -3.4159 1.0709 0.3549 -0.43
N 1.8578 0.7520 0.3958 0.92
O 1.7343 1.6210 -0.4295 -0.55
O 2.5689 0.8119 1.3972 -0.59
H 0.6575 0.2141 -1.9353 0.32
H 1.8844 -2.4596 -0.1456 0.25
H 2.7938 -1.2960 0.8418 0.23
H -3.4456 1.9633 -0.0688 0.24
H -4.2862 0.6191 0.1922 0.25
```

Values from the calculation:
SMILES: NN=C=C1N[C@@]1(N)[N+](=O)[O-]
total energy: -541.307589 Eh
orbital gap: 8.09 eV
2S+1: 1
relative energy (zero: lowest compared OMol25 entry of this formula, charge and spin): 157.9 kcal per mole



Density functional theory data (wB97M-V/def2-TZVPD) for a single C6H12N2 molecule.

```
20
Properties=species:S:1:pos:R:3:mulliken_charge:R:1
C -1.3416 2.0424 0.2044 -0.72
C -1.0938 0.8783 0.0047 -0.82
C -0.6802 -1.2286 1.1445 -1.80
C -0.7726 -1.0876 -1.3700 -2.13
C 1.4343 0.5652 1.1699 -1.00
C -0.4458 -0.4124 -0.0994 2.16
N 1.4673 0.7612 -1.1575 -0.89
N 1.0367 -0.0538 -0.1071 0.37
H -1.6470 3.0136 0.0493 0.41
H 0.0212 -1.9582 1.2697 0.62
H -0.6054 -0.7804 2.1412 0.35
H -1.5980 -1.7579 1.0999 0.34
H -0.2875 -2.0643 -1.3428 0.39
H -1.7859 -1.3291 -1.5194 0.48
H -0.5213 -0.6967 -2.3503 0.45
H 2.0796 1.3952 0.7925 0.51
H 0.4660 1.0175 1.5286 0.21
H 1.8568 -0.1716 1.8517 0.36
H 1.4921 0.2833 -2.0777 0.34
H 0.9250 1.5840 -1.2322 0.37
```

Values from the calculation:
total energy: -344.975381 Eh
orbital gap (spin up / spin down): 3.84 / 6.24 eV
2S+1: 3
relative energy (zero: lowest compared OMol25 entry of this formula, charge and spin): 102.9 kcal per mole



Density functional theory data (wB97M-V/def2-TZVPD) for a molecular structure, C42H43N7O4Re.

```
97
Properties=species:S:1:pos:R:3:mulliken_charge:R:1
Re 0.2995 0.0190 0.3877 0.47
C -2.6990 -0.8392 3.4334 -1.13
C -2.0675 -0.6413 2.2051 -0.70
N -0.7477 -0.6061 2.0675 0.43
C 0.0220 -0.7907 3.1801 0.19
C -0.5378 -0.9913 4.4633 0.80
C -1.9421 -1.0008 4.5684 -0.95
C 0.3320 -1.1789 5.5573 -0.80
C 1.6904 -1.1787 5.3584 -1.20
C 2.2501 -1.0092 4.0879 -0.52
C 1.4356 -0.8230 2.9766 0.66
N 1.7603 -0.7057 1.6378 1.03
C 2.7520 -1.4749 1.0511 0.38
C 4.0172 -1.7945 1.5168 -0.61
C 4.8558 -2.6348 0.7755 -1.07
C 4.4593 -3.1815 -0.4182 -0.83
C 3.1912 -2.8692 -0.9498 0.70
C 2.7104 -3.3581 -2.1818 -0.89
C 1.4699 -2.9669 -2.6175 -1.39
C 0.7050 -2.1022 -1.8286 -0.29
N 1.1142 -1.6366 -0.6631 0.63
C 2.3499 -1.9972 -0.2178 0.33
H -3.7757 -0.8498 3.4709 0.58
H -2.6505 -0.4932 1.3083 0.79
H -2.3987 -1.1429 5.5354 0.54
H -0.0902 -1.3284 6.5371 0.50
H 2.3501 -1.3065 6.2011 0.45
H 3.3226 -0.9974 4.0069 0.42
H 4.3956 -1.3763 2.4337 0.58
H 5.8413 -2.8470 1.1602 0.44
H 5.1066 -3.8445 -0.9689 0.49
H 3.3189 -4.0346 -2.7597 0.53
H 1.0689 -3.3093 -3.5599 0.60
H -0.2809 -1.8054 -2.1522 0.69
O -1.9695 -1.6072 -0.6664 -0.65
C -2.8382 -0.9036 -1.5360 2.75
C -2.1890 0.5568 -1.6301 -0.93
O -2.6974 1.3916 -2.3421 -0.66
O -1.1704 0.7317 -0.9091 0.86
C -2.8819 -1.5234 -2.9294 0.14
C -3.2910 -0.7974 -4.0438 -0.53
C -3.4052 -1.3994 -5.2830 -0.92
C -3.1066 -2.7440 -5.4372 -0.64
C -2.6928 -3.4748 -4.3364 -0.95
C -2.5653 -2.8742 -3.0970 -0.28
C -4.2422 -0.7664 -0.9649 0.35
C -4.6965 -1.6498 0.0168 -0.43
C -5.9902 -1.5627 0.4964 -0.96
C -6.8521 -0.5851 0.0276 -0.67
C -6.4103 0.2932 -0.9481 -0.92
C -5.1212 0.2052 -1.4373 -0.36
H -2.3528 -2.4701 -0.4736 0.39
H -3.5064 0.2543 -3.9517 0.36
H -3.7270 -0.8150 -6.1290 0.47
H -3.1898 -3.2129 -6.4063 0.44
H -2.4872 -4.5306 -4.4347 0.47
H -2.2432 -3.4831 -2.2644 0.39
H -4.0637 -2.4346 0.4097 0.38
H -6.3295 -2.2813 1.2276 0.48
H -7.8551 -0.5077 0.4215 0.43
H -7.0702 1.0541 -1.3328 0.47
H -4.7910 0.9109 -2.1796 0.34
C 2.6744 1.1911 -3.4302 -0.87
C 3.5710 1.8716 -2.3982 -0.68
C 3.1016 1.2037 -1.1145 -0.42
O 1.6892 1.0173 -1.2761 0.05
C 1.3529 1.0706 -2.6772 -0.11
H 3.0614 0.2002 -3.6723 0.28
H 2.5754 1.7637 -4.3471 0.46
H 3.3708 2.9418 -2.3664 0.30
H 4.6286 1.7111 -2.5792 0.46
H 3.2702 1.8067 -0.2195 0.28
H 3.5897 0.2300 -0.9781 0.27
H 0.7046 1.9382 -2.8339 0.41
H 0.8016 0.1670 -2.9526 -0.12
C -1.4832 2.4170 1.6927 -0.49
N -1.6495 3.7689 2.1406 0.14
C -0.7727 4.0187 3.2772 -0.70
N 0.6162 3.8194 2.8834 0.14
C 0.7953 2.4634 2.4395 -0.66
N -0.0740 2.1337 1.2710 0.60
C 0.2403 3.1415 0.2073 -0.55
N 0.0606 4.4905 0.6642 0.21
C -1.3239 4.6932 1.0622 -0.52
C 0.9351 4.7424 1.8008 -0.69
H -2.1409 2.2297 0.8382 -0.04
H -1.7547 1.7480 2.5141 0.24
H -1.0219 3.3259 4.0856 0.33
H -0.9062 5.0421 3.6304 0.33
H 0.5527 1.7888 3.2680 0.20
H 1.8403 2.3135 2.1553 0.08
H -0.4158 2.9508 -0.6470 -0.27
H 1.2814 3.0163 -0.0947 0.27
H -1.9798 4.4984 0.2107 0.35
H -1.4664 5.7187 1.4035 0.37
H 0.8050 5.7671 2.1502 0.33
H 1.9761 4.6019 1.4969 0.33
```

Values from the calculation:
total energy: -2388.352338 Eh
orbital gap (spin up / spin down): 5.08 / 5.94 eV
2S+1: 2
charge: +2
relative energy (zero: lowest compared OMol25 entry of this formula, charge and spin): 27.1 kcal per mole